[1]
The following is a DFT calculation (ωB97M-V with the def2-TZVPD basis set) of a 2-piece molecular cluster, C17H21BrFN3O3 overall.

Net charge = 0
Molar mass = 414.275 g/mol
E_tot = -3724.31997 a.u.
SMILES = C[C@H](F)c1ccc2nc(CCCBr)c(N)nc2c1.C[C@@H]1COC(=O)O1

Element x y z (Å)
C -5.9715 -3.2950 2.1337
C -5.5759 -1.9336 2.6635
F -6.7036 -1.1579 2.8312
C -4.5625 -1.2604 1.7859
C -4.9166 -0.2618 0.8587
C -3.9531 0.2966 0.0514
C -2.6124 -0.1075 0.1282
N -1.6866 0.4543 -0.7183
C -0.4697 0.0209 -0.6091
C 0.5503 0.5727 -1.5611
C 0.6269 -0.2765 -2.8544
C 1.7036 -1.3558 -2.8450
Br 1.1736 -2.7568 -4.1369
C -0.1005 -0.9615 0.3821
N 1.2263 -1.3889 0.4471
N -0.9518 -1.5043 1.2005
C -2.2500 -1.0837 1.0585
C -3.2443 -1.6406 1.8815
H -6.7269 -3.7377 2.7753
H -6.3614 -3.1986 1.1224
H -5.1094 -3.9516 2.1065
H -5.1120 -2.0835 3.6396
H -5.9553 0.0224 0.7967
H -4.2526 1.0597 -0.6495
H 0.1984 1.5551 -1.8567
H 1.5218 0.6743 -1.0943
H 0.8317 0.3855 -3.6893
H -0.3295 -0.7589 -3.0146
H 1.8057 -1.8697 -1.9020
H 2.6597 -1.0171 -3.2066
H 1.3535 -1.9124 1.3031
H 1.8924 -0.6300 0.3906
H -2.9439 -2.3890 2.6027
C 6.2547 3.7628 0.1259
C 5.0820 3.0669 -0.5157
C 3.9025 2.8125 0.3937
O 3.3051 1.6565 -0.2178
C 4.2909 0.9821 -0.8634
O 4.1555 -0.1071 -1.3170
O 5.4205 1.7201 -0.9096
H 6.5284 3.2823 1.0661
H 7.1257 3.7209 -0.5267
H 6.0159 4.8075 0.3228
H 4.7700 3.6019 -1.4168
H 3.1934 3.6359 0.4267
H 4.2010 2.5490 1.4104

Atomic partial charges in e from the Löwdin method, atoms 1 to 5: number 1, C, carries -0.025; number 2, C, carries -0.369; number 3, F, carries -0.006; number 4, C, carries -0.181; number 5, C, carries -0.016

=====

[2]
The following is a DFT calculation (ωB97M-V with the def2-TZVPD basis set) of C27H35ClN2O5SYb as an isolated structure.

Net charge = -1
Molar mass = 708.146 g/mol
E_tot = -3552.72048 a.u.
Spin multiplicity = 2

Element x y z (Å)
Yb 1.1310 0.5189 1.2114
Cl 2.6816 -0.4470 2.9119
N 0.5502 0.7941 -1.8465
N -0.9620 0.8317 2.3399
C 1.4263 1.5842 -2.3852
C -0.9309 2.0123 2.8940
C -0.2700 0.2297 -2.9609
C 0.4854 0.6844 -4.2096
C -1.6655 0.8288 -2.9244
C -0.3245 -1.2808 -2.8915
H -1.6115 1.9243 -2.9785
H -2.1892 0.5476 -2.0021
H -2.2334 0.4639 -3.7873
H 0.6920 -1.6814 -2.8155
H -0.7810 -1.6608 -3.8152
H -0.9032 -1.6315 -2.0339
C -2.2947 0.2314 2.6238
C -3.0309 1.3533 3.3486
C -2.1264 -0.9732 3.5321
C -3.0142 -0.1312 1.3407
H -3.1188 0.7605 0.7090
H -4.0153 -0.5023 1.5949
H -2.4802 -0.9120 0.7925
H -1.6259 -0.6593 4.4569
H -1.5182 -1.7412 3.0478
H -3.1135 -1.3845 3.7759
O -2.0441 2.4267 3.4827
H -3.3600 1.0889 4.3609
H -3.8749 1.7637 2.7820
O 1.4848 1.6280 -3.7186
H -0.1288 1.2096 -4.9487
H 1.0329 -0.1291 -4.7017
C 2.3173 2.5090 -1.6123
C 0.2470 2.9389 2.8628
C 0.3654 3.4822 1.4638
H 1.1415 2.3403 3.1439
H 0.1050 3.7140 3.6251
C 1.1433 2.8446 0.5494
C 1.4039 3.2839 -0.7129
H 1.3711 -1.8254 2.3408
C 0.7046 4.4345 -1.1710
C -0.1764 5.0626 -0.2899
C 0.8801 4.9260 -2.5725
C -0.3734 4.6163 1.0171
H -0.7304 5.9415 -0.6447
C -1.3105 5.3233 1.9352
H -1.9466 6.0103 1.3679
H -0.7641 5.9154 2.6805
H -1.9553 4.6278 2.4836
H 1.9376 5.0659 -2.8372
H 0.3681 5.8859 -2.6967
H 0.4529 4.2313 -3.3114
H 2.8773 3.1399 -2.3102
H 3.0123 1.8894 -1.0251
C 2.5049 -7.9327 -0.7599
C 2.0207 -6.5602 -0.4025
C 1.0663 -6.3852 0.6067
C 0.5705 -5.1225 0.9083
C 1.0807 -4.0104 0.2237
C 2.0458 -4.1637 -0.7773
C 2.5131 -5.4373 -1.0738
S 0.3949 -2.4414 0.5162
O -0.9910 -2.4007 0.1344
O 0.4699 -2.2593 2.0920
O 1.3129 -1.4364 -0.0382
H 3.1662 -8.3355 0.0158
H 1.6697 -8.6312 -0.8736
H 3.0593 -7.9019 -1.7008
H 0.6908 -7.2493 1.1573
H -0.2015 -4.9881 1.6638
H 2.4220 -3.2909 -1.3098
H 3.2672 -5.5587 -1.8540

Atomic partial charges in e from the Löwdin method, atoms 1 to 5: number 1, Yb, carries 1.008; number 2, Cl, carries -0.092; number 3, N, carries 0.173; number 4, N, carries 0.082; number 5, C, carries -0.367

=====

[3]
The following is a DFT calculation (ωB97M-V with the def2-TZVPD basis set) of C46H55BN11OPdS as an isolated structure.

Net charge = +1
Molar mass = 927.321 g/mol
E_tot = -3014.27103 a.u.
Energy above the lowest of the compared OMol25 structures with the same formula, charge and spin = 23.7 kcal per mole
Spin multiplicity = 3

Element x y z (Å)
Pd 0.2706 0.9654 -0.1891
C -2.1654 4.0425 3.3149
C -2.1816 3.0286 2.2213
C -3.2491 2.2675 1.7441
C -2.7158 1.5605 0.6637
N -1.4336 1.8675 0.5433
N -1.0866 2.7716 1.4999
B 0.0873 3.7796 1.1392
N 1.3162 3.0528 1.5305
N 1.8975 2.1682 0.6851
C 3.0249 1.7746 1.2251
C 3.2519 2.4540 2.4339
C 2.1373 3.2514 2.6046
C 1.8160 4.2105 3.6945
C 3.7791 0.7197 0.5483
C 3.4911 0.4246 -0.7810
C 4.1073 -0.6543 -1.4009
C 5.0255 -1.4290 -0.7063
C 5.3415 -1.1133 0.6086
C 4.7194 -0.0448 1.2346
N -0.1721 4.0989 -0.2643
N 0.1243 3.2773 -1.3270
C -0.4054 3.8653 -2.3949
C -1.0485 5.0682 -2.0424
C -0.8963 5.1769 -0.6874
C -1.4034 6.2241 0.2351
C -0.3147 3.3534 -3.7681
C -0.1162 2.0129 -4.0276
C -0.0412 1.5387 -5.3249
C -0.1658 2.4176 -6.3911
C -0.3631 3.7691 -6.1449
C -0.4362 4.2348 -4.8435
C -3.3767 0.6534 -0.2879
C -3.4513 1.0003 -1.6309
C -4.0814 0.1661 -2.5374
C -4.6366 -1.0308 -2.1080
C -4.5718 -1.3811 -0.7638
C -3.9551 -0.5370 0.1446
H -2.8477 3.7672 4.1169
H -2.4743 5.0232 2.9522
H -1.1670 4.1458 3.7365
H -4.2684 2.2815 2.0720
H -0.2790 4.5659 1.9342
H 4.0974 2.3868 3.0869
H 2.5549 4.1204 4.4879
H 0.8318 4.0196 4.1154
H 1.8304 5.2375 3.3359
H 2.7950 1.0504 -1.3405
H 3.8851 -0.8738 -2.4366
H 5.5020 -2.2690 -1.1865
H 6.0585 -1.7103 1.1510
H 4.9398 0.1699 2.2702
H -1.5777 5.7448 -2.6844
H -2.0212 6.9228 -0.3249
H -0.5929 6.7864 0.6959
H -2.0100 5.7947 1.0294
H -0.0298 1.3237 -3.1994
H 0.1097 0.4834 -5.4952
H -0.1081 2.0543 -7.4075
H -0.4552 4.4632 -6.9677
H -0.5759 5.2900 -4.6624
H -3.0213 1.9360 -1.9639
H -4.1425 0.4546 -3.5769
H -5.1462 -1.6757 -2.8091
H -5.0223 -2.3017 -0.4212
H -3.9063 -0.7991 1.1922
C 0.0374 -5.4573 -5.1908
C -0.1360 -4.1700 -4.4066
C -0.9055 -4.4137 -3.1191
N -1.1247 -3.1702 -2.3757
C -0.2028 -2.3941 -1.8008
S -0.5147 -0.7308 -1.8115
N 0.9656 -2.9428 -1.3541
C 1.1897 -4.1557 -0.6683
O 2.3052 -4.6062 -0.6723
C 0.0794 -4.7484 0.1368
C -0.9160 -3.9737 0.7285
C -1.8804 -4.5826 1.5147
C -1.8557 -5.9575 1.6998
C -0.8575 -6.7271 1.1222
C 0.1195 -6.1230 0.3499
H 0.5717 -5.2804 -6.1203
H -0.9233 -5.9018 -5.4467
H 0.6014 -6.1945 -4.6237
H -0.6620 -3.4226 -5.0039
H 0.8417 -3.7450 -4.1642
H -0.4173 -5.1531 -2.4902
H -1.9015 -4.8134 -3.3225
H -2.0025 -2.6894 -2.5437
H 1.7949 -2.3619 -1.4312
H -0.9369 -2.9011 0.6051
H -2.6461 -3.9836 1.9825
H -2.6136 -6.4306 2.3064
H -0.8366 -7.7942 1.2797
H 0.9177 -6.7009 -0.0914
C 1.5439 0.1098 5.1815
N 0.4455 -0.0840 4.2490
C -0.6296 0.8602 4.4469
C 0.7648 -0.4745 2.9479
N 0.3631 0.1802 1.9071
N 1.5413 -1.5705 2.8492
C 1.9795 -1.9919 1.5405
C 1.4885 -2.6449 3.8234
H 1.8071 1.1715 5.2396
H 2.4221 -0.4362 4.8550
H 1.2707 -0.2352 6.1785
H -0.9634 0.8000 5.4837
H -1.4748 0.6277 3.8006
H -0.3159 1.8956 4.2502
H -0.0956 1.0396 2.2083
H 1.3068 -2.7686 1.1692
H 2.9843 -2.4076 1.5913
H 1.9769 -1.1433 0.8438
H 0.7952 -2.4057 4.6246
H 2.4742 -2.8398 4.2458
H 1.1435 -3.5553 3.3249

Atomic partial charges in e from the Löwdin method, atoms 1 to 5: number 1, Pd, carries 0.880; number 2, C, carries -0.012; number 3, C, carries -0.284; number 4, C, carries 0.063; number 5, C, carries -0.233

=====

[4]
The following is a DFT calculation (ωB97M-V with the def2-TZVPD basis set) of a 2-piece molecular cluster, C2H7N3OP overall.

Net charge = +1
Molar mass = 120.072 g/mol
E_tot = -660.86044 a.u.
Energy above the lowest of the compared OMol25 structures with the same formula, charge and spin = 91.4 kcal per mole

Element x y z (Å)
C 0.3946 1.1686 -0.0987
C -1.8053 0.0510 0.1841
N 1.7212 0.8391 -0.1646
N -0.3422 0.0206 -0.0342
N 0.2480 -1.1271 0.4930
O -0.0562 2.2621 -0.1428
P 2.1076 -0.7928 -0.0125
H -2.1674 -0.6900 -0.5930
H -2.0772 -0.1181 1.2727
H -1.8368 1.2313 -0.1772
H 2.3349 1.6432 0.0192
H 0.0501 -1.1631 1.4888
H -0.1137 -2.0557 0.0194
H 1.5424 -1.2692 -2.2543

Atomic partial charges in e from the Löwdin method, atoms 1 to 5: number 1, C, carries -0.646; number 2, C, carries 0.011; number 3, N, carries -0.184; number 4, N, carries -0.217; number 5, N, carries -0.098